55
Properties=species:S:1:pos:R:3 method="wB97M-V/def2-TZVPD" orbital_gap_ev=7.508 homo_ev=-4.56 de_lowest_kj_mol=122.32 charge=-1
Cl 19.748 0.520 -20.275
C 24.213 5.197 -20.485
O 23.132 4.499 -19.819
C 21.790 4.598 -20.391
C 21.754 3.558 -21.566
N 20.690 3.998 -22.447
C 20.366 2.872 -23.332
C 19.516 3.377 -24.560
O 18.143 3.713 -24.244
C 17.414 4.402 -25.215
H 24.136 6.281 -20.566
H 24.350 4.820 -21.498
H 25.138 4.967 -19.956
H 21.550 5.644 -20.579
H 21.043 4.249 -19.678
H 21.630 2.587 -21.087
H 22.718 3.569 -22.075
H 20.959 4.732 -23.086
H 19.908 1.994 -22.877
H 21.261 2.455 -23.795
H 19.449 2.556 -25.274
H 20.012 4.236 -25.012
H 16.359 4.133 -25.164
H 17.768 4.218 -26.229
H 17.497 5.473 -25.032
C 18.794 -3.430 -17.609
O 18.051 -2.891 -16.564
C 18.665 -1.724 -15.940
C 18.515 -0.456 -16.838
N 17.099 -0.147 -17.173
C 16.399 0.486 -16.091
C 14.836 0.424 -16.336
O 14.444 1.191 -17.472
C 12.996 1.144 -17.519
H 19.739 -3.940 -17.421
H 19.076 -2.640 -18.306
H 18.238 -4.222 -18.111
H 19.748 -1.787 -15.829
H 18.251 -1.603 -14.939
H 19.136 -0.558 -17.728
H 18.960 0.402 -16.334
H 16.596 -1.022 -17.216
H 16.741 1.483 -15.814
H 16.499 -0.178 -15.232
H 14.291 0.781 -15.463
H 14.472 -0.596 -16.463
H 12.635 0.120 -17.623
H 12.615 1.706 -18.372
H 12.643 1.526 -16.562
C 23.364 -0.183 -21.369
O 22.380 0.460 -22.137
H 24.032 0.580 -20.971
H 22.947 -0.631 -20.467
H 23.981 -0.923 -21.879
H 21.596 0.453 -21.583

40
Properties=species:S:1:pos:R:3 method="wB97M-V/def2-TZVPD" orbital_gap_ev=8.598 homo_ev=-8.31 smiles="N[C@@H](Cc1ccc(O)cc1)C(=O)N[C@@H](CCC(=O)O)C(=O)O" de_lowest_kj_mol=383.81
N -0.448 -0.424 -1.216
C 0.235 -0.853 0.091
C 1.583 -1.507 -0.013
C 2.878 -0.797 -0.270
C 4.018 -1.479 0.197
C 5.174 -0.798 0.116
C 5.312 0.481 -0.450
O 6.484 1.169 -0.276
C 4.176 1.136 -1.000
C 3.027 0.492 -0.883
C 0.326 0.344 1.214
O 1.254 0.480 2.011
N -0.912 0.911 1.372
C -2.121 0.919 0.445
C -3.512 0.753 1.083
C -4.426 -0.360 0.911
C -4.603 -0.968 -0.432
O -3.705 -1.234 -1.152
O -5.933 -1.173 -0.689
C -2.175 2.216 -0.507
O -2.586 3.309 -0.137
O -1.935 1.834 -1.720
H -0.338 -1.232 -2.021
H 0.052 0.249 -1.742
H -0.496 -1.623 0.549
H 1.607 -1.971 0.918
H 1.506 -2.321 -0.763
H 3.830 -2.449 0.761
H 6.084 -1.030 0.590
H 6.739 1.034 0.658
H 4.275 2.001 -1.571
H 2.153 1.035 -1.125
H -0.962 1.134 2.368
H -1.887 0.286 -0.352
H -3.440 0.908 2.228
H -4.066 1.709 0.846
H -5.388 -0.075 1.378
H -4.232 -1.252 1.596
H -5.864 -1.762 -1.398
H -1.685 0.910 -1.615

16
Properties=species:S:1:pos:R:3 method="wB97M-V/def2-TZVPD" orbital_gap_ev=12.816 homo_ev=-11.62 smiles=CC.CC de_lowest_kj_mol=27.42
C -1.176 0.292 -1.238
C -2.076 0.134 -0.029
H -0.128 0.399 -0.994
H -1.326 -0.496 -1.978
H -1.442 1.181 -1.820
H -1.809 0.894 0.700
H -3.105 0.420 -0.257
H -2.146 -0.861 0.398
C 1.430 -0.958 0.571
C 1.871 0.480 0.707
H 0.653 -1.132 -0.164
H 2.198 -1.708 0.362
H 1.062 -1.323 1.535
H 1.119 1.111 1.183
H 2.062 1.022 -0.225
H 2.814 0.544 1.248

Results for LUMO level: 2.9, 0.3, 1.2 (in eV, following the order of the records).
Results for DFT total energy: -39770.3066, -30072.7166, -4342.2441 (in eV, following the order of the records).